Record 1
4 unconnected molecules or ions with the total composition C19H17F12NO13S in a non-equilibrium geometry, computed with wB97M-V/def2-TZVPD.

Geometry as XYZ:
```
63
Properties=species:S:1:pos:R:3:mulliken_charge:R:1
C 0.881 3.722 -0.228 0.11
C 0.347 2.914 -0.933 -1.51
C -0.365 1.995 -1.834 0.55
C 0.092 2.300 -3.291 0.43
C 1.443 1.621 -3.609 -1.25
N 1.506 0.189 -3.300 -0.45
O 0.110 3.698 -3.427 -0.33
C 0.958 4.216 -4.393 0.11
O 2.045 4.615 -4.137 -0.44
S -1.139 1.676 -4.550 1.62
O -1.506 2.727 -5.467 -0.73
O -0.660 0.488 -5.208 -0.72
C -2.759 1.173 -3.747 0.49
F -3.425 0.595 -4.752 -0.28
F -2.580 0.238 -2.804 -0.28
C -3.618 2.391 -3.251 0.63
F -2.858 3.470 -3.029 -0.25
F -4.472 2.717 -4.241 -0.30
C -4.501 2.133 -2.000 0.61
F -3.766 1.745 -0.948 -0.27
F -5.040 3.326 -1.669 -0.31
C -5.703 1.169 -2.201 0.58
F -6.197 0.905 -0.982 -0.25
F -5.346 0.017 -2.752 -0.22
F -6.667 1.739 -2.904 -0.24
H 1.232 4.567 0.314 0.52
H -0.163 0.959 -1.531 0.56
H -1.430 2.178 -1.703 -0.14
H 1.697 1.712 -4.668 0.43
H 2.173 2.122 -2.973 0.51
H 2.031 0.026 -2.455 0.31
H 0.596 -0.240 -3.235 0.28
H 0.534 4.291 -5.403 0.43
O 0.315 -0.457 -0.419 -0.57
C 0.961 -1.275 0.158 0.55
O 0.617 -1.840 1.325 -0.30
C 1.582 -2.866 1.618 -0.51
C 2.771 -2.406 0.816 0.52
F 3.509 -3.441 0.355 -0.31
O 2.157 -1.743 -0.284 -0.35
H 1.207 -3.821 1.270 0.31
H 1.785 -2.919 2.682 0.40
H 3.428 -1.706 1.336 0.17
O 2.130 -1.540 4.191 -0.59
C 2.865 -0.619 4.338 0.68
O 2.470 0.643 4.606 -0.30
C 3.641 1.429 4.855 -0.44
C 4.706 0.636 4.135 0.32
F 5.909 0.726 4.746 -0.28
O 4.222 -0.694 4.250 -0.28
H 3.829 1.473 5.928 0.29
H 3.521 2.437 4.468 0.27
H 4.823 0.888 3.079 0.27
O -0.389 -4.446 6.970 -0.49
C -0.664 -4.669 5.843 0.63
O -1.926 -4.706 5.343 -0.33
C -1.834 -4.864 3.925 -0.36
C -0.467 -5.487 3.770 0.25
F 0.135 -5.106 2.610 -0.20
O 0.245 -4.939 4.857 -0.30
H -1.887 -3.886 3.444 0.26
H -2.638 -5.493 3.551 0.30
H -0.453 -6.576 3.838 0.22
```

Properties
SMILES string	C#CC[C@](CN)(OC=O)S(=O)(=O)C(F)(F)C(F)(F)C(F)(F)C(F)(F)F.O=C1OC[C@@H](F)O1.O=C1OC[C@@H](F)O1.O=C1OC[C@@H](F)O1
molar mass	727.4	g/mol
HOMO-LUMO gap	9.6	eV

Record 2
A single C19H17FN2O3 molecule in a non-equilibrium geometry, computed with wB97M-V/def2-TZVPD.

Geometry as XYZ:
```
42
Properties=species:S:1:pos:R:3:mulliken_charge:R:1
C -3.629 2.147 0.454 -1.63
C -2.294 2.149 -0.226 1.36
C -2.211 2.498 -1.561 -1.47
C -0.968 2.466 -2.172 -0.72
O -0.666 2.731 -3.466 -0.47
C 0.666 2.522 -3.597 -0.88
C 1.253 2.142 -2.434 0.06
C 2.685 1.794 -2.186 -0.42
C 2.811 0.606 -1.251 0.27
O 3.623 0.515 -0.353 -0.69
N 1.955 -0.410 -1.535 -0.24
N 1.783 -1.428 -0.595 -0.26
C 0.526 -1.868 -0.323 0.37
O -0.425 -1.564 -1.011 -0.65
C 0.469 -2.772 0.865 0.35
C 0.995 -2.369 2.089 -0.21
C 0.886 -3.179 3.205 -0.83
C 0.255 -4.409 3.114 -0.34
C -0.272 -4.832 1.907 -0.68
C -0.167 -4.008 0.800 0.59
F -0.660 -4.441 -0.370 -0.29
C 0.191 2.103 -1.466 1.29
C 0.098 1.778 -0.116 -0.36
C -1.137 1.791 0.499 1.22
C -1.249 1.402 1.942 -2.04
H -3.636 2.841 1.294 0.34
H -3.857 1.155 0.841 0.32
H -4.413 2.437 -0.241 0.38
H -3.089 2.774 -2.123 0.37
H 1.081 2.680 -4.574 0.49
H 3.184 1.564 -3.129 0.36
H 3.215 2.629 -1.719 0.34
H 1.123 -0.280 -2.102 0.41
H 2.559 -1.494 0.052 0.34
H 1.474 -1.405 2.169 0.38
H 1.295 -2.850 4.148 0.41
H 0.172 -5.042 3.984 0.38
H -0.764 -5.787 1.808 0.46
H 0.984 1.518 0.446 0.49
H -0.266 1.214 2.366 0.36
H -1.847 0.496 2.044 0.38
H -1.732 2.187 2.522 0.45
```

Properties
SMILES string	Cc1cc2occ(CC(=O)NNC(=O)c3ccccc3F)c2cc1C
molar mass	340.4	g/mol
HOMO-LUMO gap	9.0	eV
relative energy (zero: lowest compared OMol25 entry of this formula, charge and spin)	154.23	kJ/mol

no.,E_HOMO (eV),DFT total energy (Eh)
1,-9.6,-3363.584515
2,-8.3,-1169.338222